{"formula": "C24H53BrNO9P2S", "method": "ωB97M-V/def2-TZVPD", "symbols": ["C", "C", "S", "C", "C", "Br", "C", "C", "C", "C", "N", "O", "C", "C", "C", "C", "H", "H", "H", "H", "H", "H", "H", "H", "H", "H", "H", "H", "H", "H", "H", "H", "H", "H", "H", "H", "H", "H", "H", "O", "P", "O", "C", "C", "O", "C", "C", "O", "C", "C", "H", "H", "H", "H", "H", "H", "H", "H", "H", "H", "H", "H", "H", "H", "H", "O", "P", "O", "C", "C", "O", "C", "C", "O", "C", "C", "H", "H", "H", "H", "H", "H", "H", "H", "H", "H", "H", "H", "H", "H", "H"], "xyz": [[8.679, -5.403, -1.040], [8.768, -6.115, -2.532], [7.482, -7.444, -2.831], [5.786, -6.951, -2.209], [5.012, -5.839, -3.190], [5.086, -6.535, -5.063], [3.468, -5.767, -2.645], [2.860, -4.246, -2.593], [1.255, -4.385, -3.042], [2.842, -3.751, -1.030], [3.474, -3.272, -3.571], [2.821, -2.077, -3.521], [4.958, -3.076, -3.371], [5.557, -2.598, -4.858], [5.375, -1.890, -2.320], [5.797, -4.419, -2.958], [8.148, -6.073, -0.237], [8.212, -4.308, -1.098], [9.788, -5.231, -0.632], [8.772, -5.251, -3.355], [9.862, -6.588, -2.590], [5.123, -7.939, -2.117], [5.859, -6.539, -1.093], [2.821, -6.437, -3.389], [3.355, -6.229, -1.558], [0.659, -3.385, -2.868], [0.762, -5.210, -2.372], [1.174, -4.649, -4.191], [2.025, -4.387, -0.467], [2.517, -2.611, -0.896], [3.881, -3.939, -0.525], [6.720, -2.533, -4.736], [5.187, -1.479, -5.044], [5.246, -3.331, -5.717], [5.190, -2.248, -1.196], [4.895, -0.844, -2.528], [6.550, -1.749, -2.408], [6.764, -4.454, -3.657], [6.164, -4.320, -1.848], [0.480, 2.093, 3.132], [0.089, 1.107, 2.004], [-1.402, 1.780, 1.740], [-1.481, 3.104, 1.246], [-1.157, 3.158, -0.233], [-0.416, -0.113, 3.015], [0.089, -0.221, 4.336], [-0.842, 0.469, 5.317], [-0.347, 0.004, 0.745], [0.473, -0.020, -0.409], [1.957, 0.020, -0.096], [-0.825, 3.773, 1.813], [-2.509, 3.445, 1.403], [-0.096, 2.955, -0.399], [-1.379, 4.148, -0.643], [-1.731, 2.409, -0.787], [1.111, 0.168, 4.400], [0.143, -1.287, 4.581], [-1.038, 1.508, 5.034], [-0.421, 0.456, 6.327], [-1.814, -0.035, 5.337], [0.195, 0.802, -1.072], [0.247, -0.951, -0.942], [2.240, 0.983, 0.341], [2.546, -0.121, -1.007], [2.224, -0.758, 0.627], [-6.840, 6.184, 0.587], [-7.479, 5.843, 1.955], [-7.551, 4.212, 1.674], [-6.345, 3.485, 1.530], [-5.679, 3.258, 2.872], [-9.041, 6.195, 1.504], [-9.307, 7.109, 0.453], [-9.494, 6.366, -0.859], [-8.194, 5.463, 3.484], [-7.459, 5.803, 4.646], [-6.821, 7.177, 4.575], [-5.664, 3.990, 0.838], [-6.602, 2.518, 1.088], [-5.290, 4.200, 3.269], [-4.841, 2.560, 2.778], [-6.392, 2.859, 3.601], [-8.523, 7.870, 0.383], [-10.234, 7.635, 0.701], [-8.644, 5.714, -1.085], [-9.623, 7.069, -1.688], [-10.375, 5.719, -0.807], [-6.706, 5.036, 4.839], [-8.163, 5.780, 5.486], [-6.033, 7.206, 3.815], [-6.369, 7.441, 5.536], [-7.561, 7.938, 4.308]], "spin_multiplicity": 2, "e_homo_ev": [-8.84, -8.84], "gap_ev": [7.108, 7.110], "energy_ha": -5332.726090}


{"formula": "C3HFO2Sm", "method": "ωB97M-V/def2-TZVPD", "symbols": ["H", "O", "O", "C", "C", "C", "F", "Sm"], "xyz": [[-1.592, -0.743, 1.236], [0.387, -1.053, 0.347], [0.255, 0.942, -0.355], [-0.954, -0.788, 0.281], [-1.027, 0.500, -0.135], [1.076, -0.048, -0.136], [-1.958, 1.164, -0.723], [3.813, 0.027, -0.515]], "spin_multiplicity": 7, "e_homo_ev": [-17.66, -17.66], "gap_ev": [7.783, 7.994], "total_charge": 2, "energy_ha": -1022.434115}


{"formula": "C25H36ClIP2SbYb", "method": "ωB97M-V/def2-TZVPD", "symbols": ["C", "I", "H", "H", "H", "Yb", "P", "C", "C", "H", "H", "H", "H", "H", "H", "C", "H", "H", "H", "P", "C", "C", "H", "H", "H", "C", "H", "H", "H", "H", "H", "H", "Cl", "C", "C", "C", "C", "C", "C", "Sb", "C", "C", "C", "C", "C", "C", "C", "C", "C", "C", "C", "C", "H", "H", "H", "H", "H", "H", "H", "H", "H", "H", "H", "H", "H", "H", "H"], "xyz": [[1.716, -3.670, -2.708], [1.840, -1.403, -3.005], [1.707, -4.070, -1.687], [2.611, -4.084, -3.205], [0.870, -4.092, -3.257], [0.402, -2.025, -0.442], [2.417, 0.584, 0.474], [3.549, 1.648, -0.525], [2.797, 1.356, 2.115], [3.883, 1.400, 2.302], [4.313, -0.958, 0.974], [2.293, 0.786, 2.898], [2.737, -1.676, 1.323], [3.119, 2.657, -0.564], [2.399, 2.377, 2.115], [3.281, -1.041, 0.611], [4.554, 1.730, -0.091], [3.310, -1.542, -0.367], [3.615, 1.260, -1.545], [-2.440, -0.527, -0.418], [-3.584, -0.148, -1.805], [-2.652, -2.345, -0.171], [-3.059, -0.075, 1.887], [-4.524, -0.396, 0.905], [-3.688, 1.179, 0.794], [-3.544, 0.102, 0.925], [-2.118, -2.653, 0.739], [-3.701, -2.636, -0.042], [-4.586, -0.571, -1.665], [-3.159, -0.521, -2.741], [-2.271, -2.911, -1.033], [-3.681, 0.939, -1.888], [-0.032, -0.912, 1.773], [-1.081, 4.018, 5.484], [-1.647, 2.855, 4.948], [-1.420, 2.509, 3.609], [-0.654, 3.350, 2.796], [-0.066, 4.501, 3.327], [-0.278, 4.830, 4.674], [-0.418, 2.763, 0.701], [-2.404, 3.380, 0.027], [-2.687, 3.272, -1.339], [-3.959, 3.595, -1.821], [-4.964, 4.006, -0.936], [-4.672, 4.133, 0.428], [-3.392, 3.817, 0.910], [0.678, 4.577, 0.061], [0.057, 5.456, -0.828], [0.786, 6.540, -1.353], [2.125, 6.732, -0.963], [2.710, 5.869, -0.039], [1.989, 4.789, 0.464], [-1.256, 4.288, 6.524], [-2.265, 2.205, 5.568], [-1.837, 1.584, 3.215], [0.550, 5.149, 2.705], [0.188, 5.725, 5.085], [-1.928, 2.928, -2.040], [-4.169, 3.530, -2.891], [-5.968, 4.232, -1.306], [-5.441, 4.478, 1.126], [-3.183, 3.910, 1.977], [-0.990, 5.321, -1.135], [0.304, 7.223, -2.063], [2.691, 7.564, -1.395], [3.725, 6.033, 0.286], [2.465, 4.126, 1.175]], "spin_multiplicity": 2, "e_homo_ev": [-13.65, -13.75], "gap_ev": [7.181, 5.218], "total_charge": 2, "energy_ha": -3813.185848}


Which formula does entry 3 have? C25H36ClIP2SbYb